# 1
130
Properties=species:S:1:pos:R:3 method="wB97M-V/def2-TZVPD" de_lowest_ev=1.202 energy_ev=-222887.610 lumo_energy_ev=3.79 fmax_ev_per_a=0.7 total_charge=-2 e_homo_ha=-0.0886 homo_lumo_gap_ev=6.20
Sn -1.42 -0.61 1.27
C -5.50 1.28 0.97
C -5.76 0.24 -0.08
N -6.86 0.28 -0.78
C -7.07 -0.68 -1.73
C -6.16 -1.65 -2.05
C -6.49 -2.65 -3.12
O -6.71 -3.98 -2.61
C -4.93 -1.69 -1.34
C -3.85 -2.55 -1.80
N -2.69 -2.66 -1.27
C -1.69 -3.35 -1.96
C -1.54 -3.27 -3.35
C -0.48 -3.89 -4.00
C 0.47 -4.61 -3.28
C 0.34 -4.70 -1.89
C -0.72 -4.09 -1.25
I -0.93 -4.28 0.82
C -4.73 -0.77 -0.27
O -3.72 -0.80 0.49
H -6.26 2.06 0.91
H -4.50 1.70 0.85
H -5.52 0.83 1.97
H -8.02 -0.63 -2.27
H -5.71 -2.67 -3.88
H -7.41 -2.36 -3.61
H -6.03 -4.15 -1.95
H -4.04 -3.12 -2.72
H -2.24 -2.67 -3.91
H -0.38 -3.79 -5.07
H 1.31 -5.07 -3.78
H 1.08 -5.24 -1.31
C 4.30 2.16 -3.99
C 3.68 3.16 -3.02
C 3.00 4.27 -3.85
C 4.80 3.79 -2.18
C 2.64 2.50 -2.11
C 2.40 1.13 -2.09
C 1.37 0.60 -1.33
Se 1.10 -1.30 -1.36
C 2.36 -1.71 0.04
C 3.65 -2.09 -0.30
C 4.60 -2.35 0.68
C 4.18 -2.20 2.01
C 2.90 -1.84 2.40
C 1.91 -1.61 1.38
O 0.68 -1.34 1.66
C 2.52 -1.69 3.88
C 2.00 -0.27 4.15
C 1.43 -2.72 4.24
C 3.71 -1.93 4.80
C 6.03 -2.78 0.37
C 6.31 -4.16 0.98
C 7.03 -1.76 0.95
C 6.28 -2.87 -1.14
C 0.45 1.42 -0.60
O -0.68 0.96 -0.17
C 0.83 2.80 -0.46
C 1.87 3.28 -1.24
C 0.13 3.81 0.49
C 1.20 4.46 1.37
C -0.57 4.88 -0.35
C -0.91 3.20 1.44
H 5.01 2.68 -4.65
H 4.85 1.38 -3.46
H 3.54 1.68 -4.61
H 3.72 4.71 -4.56
H 2.16 3.85 -4.42
H 2.62 5.07 -3.22
H 5.53 4.31 -2.83
H 4.40 4.52 -1.47
H 5.33 3.02 -1.61
H 3.00 0.45 -2.67
H 3.90 -2.16 -1.35
H 4.92 -2.37 2.79
H 1.08 -0.08 3.60
H 1.79 -0.14 5.22
H 2.74 0.48 3.84
H 0.52 -2.54 3.67
H 1.78 -3.73 4.03
H 1.19 -2.64 5.31
H 4.52 -1.22 4.61
H 3.39 -1.80 5.84
H 4.11 -2.95 4.70
H 6.18 -4.14 2.07
H 5.62 -4.90 0.58
H 7.34 -4.48 0.77
H 6.91 -1.66 2.04
H 8.06 -2.06 0.74
H 6.86 -0.77 0.51
H 5.61 -3.59 -1.61
H 6.13 -1.90 -1.62
H 7.31 -3.18 -1.32
H 2.10 4.34 -1.18
H 1.95 5.01 0.79
H 0.73 5.17 2.07
H 1.73 3.70 1.96
H 0.12 5.39 -1.02
H -1.37 4.43 -0.95
H -1.03 5.64 0.31
H -0.48 2.40 2.04
H -1.27 3.98 2.12
H -1.76 2.78 0.90
Cl -6.22 1.00 7.35
C -5.00 0.91 6.08
C -4.53 2.10 5.49
C -3.58 2.05 4.51
C -3.01 0.81 4.03
O -2.13 0.83 3.12
C -3.52 -0.38 4.68
C -3.06 -1.73 4.37
O -2.21 -2.09 3.57
C -4.50 -0.29 5.68
H -4.94 3.05 5.81
H -3.22 2.95 4.03
H -3.57 -2.51 4.97
H -4.86 -1.21 6.14
C -3.87 3.44 -3.16
As -3.00 1.96 -2.17
C -3.88 0.54 -3.20
C -1.38 1.94 -3.27
H -3.84 3.26 -4.24
H -3.37 4.38 -2.95
H -4.91 3.52 -2.84
H -3.84 0.77 -4.27
H -4.92 0.41 -2.90
H -3.35 -0.40 -3.02
H -1.64 2.00 -4.33
H -0.85 1.00 -3.08
H -0.70 2.75 -3.01


# 2
138
Properties=species:S:1:pos:R:3 method="wB97M-V/def2-TZVPD" de_lowest_ev=1.717 energy_ev=-268166.817 lumo_energy_ev="-4.16 / -4.32" fmax_ev_per_a=1.5 total_charge=+1 e_homo_ha="-0.3663 / -0.3647" homo_lumo_gap_ev="5.81 / 5.60"
Pd -0.21 -0.68 -0.85
S -2.10 0.19 -2.20
C -0.90 0.19 -3.42
N 0.35 0.05 -3.11
C 1.16 0.13 -4.22
C 2.56 0.08 -4.21
C 3.23 0.19 -5.41
C 2.54 0.34 -6.61
C 1.16 0.41 -6.64
C 0.48 0.31 -5.43
S -1.24 0.39 -5.13
H 3.08 -0.01 -3.27
H 4.32 0.16 -5.42
H 3.09 0.42 -7.54
H 0.62 0.55 -7.57
F 8.38 -2.62 -1.29
C 8.08 -1.88 -0.21
F 8.46 -2.57 0.88
F 8.83 -0.77 -0.26
C 6.62 -1.52 -0.15
C 6.13 -0.90 0.99
C 4.80 -0.54 1.07
C 3.94 -0.77 0.00
C 4.44 -1.40 -1.14
C 5.77 -1.79 -1.21
P 2.16 -0.29 0.00
C 1.79 -0.43 1.80
C 1.09 -1.55 2.22
C 0.83 -1.77 3.56
C 1.26 -0.84 4.49
C 1.94 0.29 4.10
C 2.21 0.50 2.75
C 0.87 -1.04 5.93
F -0.40 -0.64 6.14
F 1.65 -0.35 6.77
F 0.93 -2.34 6.29
C 2.19 1.53 -0.27
C 3.31 2.34 -0.12
C 3.23 3.70 -0.37
C 2.03 4.26 -0.77
C 0.90 3.46 -0.94
C 0.99 2.11 -0.70
C 1.92 5.73 -1.05
F 1.28 5.96 -2.21
F 1.20 6.35 -0.08
F 3.11 6.34 -1.10
H 6.79 -0.71 1.83
H 4.44 -0.09 1.98
H 3.79 -1.61 -1.97
H 6.14 -2.30 -2.09
H 0.71 -2.24 1.47
H 0.29 -2.65 3.89
H 2.28 1.00 4.84
H 2.72 1.40 2.45
H 4.26 1.91 0.18
H 4.11 4.33 -0.25
H -0.03 3.91 -1.28
H 0.13 1.47 -0.87
C -3.14 -2.84 -3.87
Si -1.48 -3.63 -3.42
C -1.78 -5.50 -3.56
C -0.05 -3.19 -4.57
As -0.80 -3.06 -1.18
Si 1.08 -4.55 -0.89
C 2.39 -3.83 -2.06
C 0.60 -6.32 -1.37
C 1.80 -4.61 0.87
Si -2.69 -3.62 0.19
C -4.09 -2.46 -0.28
C -2.15 -3.41 1.99
C -3.15 -5.43 -0.07
H -3.18 -2.63 -4.94
H -3.33 -1.92 -3.34
H -3.95 -3.54 -3.65
H -2.27 -5.70 -4.52
H -2.43 -5.86 -2.77
H -0.86 -6.07 -3.54
H -0.41 -2.83 -5.54
H 0.57 -4.08 -4.76
H 0.60 -2.43 -4.15
H 2.41 -4.36 -3.01
H 3.38 -3.90 -1.61
H 2.17 -2.78 -2.26
H 0.86 -6.53 -2.40
H -0.46 -6.50 -1.24
H 1.15 -7.03 -0.74
H 2.44 -3.76 1.07
H 2.40 -5.51 0.97
H 1.03 -4.65 1.64
H -3.70 -1.46 -0.47
H -4.83 -2.38 0.52
H -4.61 -2.80 -1.18
H -1.68 -2.44 2.14
H -1.43 -4.19 2.26
H -3.00 -3.48 2.67
H -3.69 -5.58 -1.01
H -3.81 -5.76 0.74
H -2.27 -6.06 -0.07
C -4.76 2.71 3.41
C -5.77 2.03 2.48
C -5.15 1.02 1.50
C -4.47 1.62 0.27
N -3.33 2.48 0.56
C -2.13 2.07 1.03
Se -1.58 0.31 1.28
N -1.39 3.17 1.31
C -0.15 3.17 2.08
C -0.42 3.02 3.58
C -1.13 4.21 4.23
C -0.22 5.43 4.40
C -2.11 4.30 0.97
C -1.80 5.65 1.02
C -2.77 6.54 0.61
C -4.02 6.10 0.16
C -4.33 4.76 0.09
C -3.35 3.86 0.50
H -5.28 3.21 4.23
H -4.17 3.47 2.89
H -4.08 1.97 3.84
H -6.33 2.78 1.93
H -6.48 1.48 3.10
H -5.93 0.36 1.12
H -4.43 0.40 2.03
H -5.18 2.22 -0.30
H -4.12 0.81 -0.38
H 0.38 4.09 1.86
H 0.45 2.33 1.74
H 0.54 2.87 4.08
H -1.01 2.11 3.73
H -1.48 3.90 5.21
H -2.01 4.49 3.65
H 0.66 5.16 4.99
H -0.74 6.23 4.92
H 0.12 5.82 3.44
H -0.83 6.00 1.35
H -2.56 7.60 0.63
H -4.76 6.83 -0.14
H -5.29 4.42 -0.28